16
Properties=species:S:1:pos:R:3 method="wB97M-V/def2-TZVPD" multiplicity=1 e_lumo_ev=1.0
H 2.155 1.045 0.526
H -0.748 -1.821 0.317
H 1.803 -0.842 -0.882
C 1.168 -0.833 0.012
C 0.001 1.293 -0.069
H -1.551 0.747 -1.188
H -0.748 2.091 0.144
H 0.421 1.677 -1.003
H 1.040 0.472 1.763
C -0.295 -1.126 -0.407
H -2.616 -0.495 0.450
C 1.172 0.577 0.682
H -0.354 -1.602 -1.387
O -1.992 0.195 0.716
H 1.581 -1.613 0.671
C -1.037 0.236 -0.347

71
Properties=species:S:1:pos:R:3 method="wB97M-V/def2-TZVPD" total_charge=-1 multiplicity=1 e_lumo_ev="2.0 / 2.0"
F 0.049 -2.956 2.177
O 0.419 0.784 -1.503
H -1.172 1.614 -2.528
H -2.835 1.952 0.733
C -3.318 -3.680 0.789
H 3.906 1.968 0.360
C -3.270 -0.228 -1.519
H 3.971 3.505 4.350
H 5.179 -1.447 0.961
O -1.895 -1.881 0.387
H -0.063 -2.683 -3.375
C 3.618 3.575 3.328
C -1.255 -3.274 2.196
C 2.358 4.678 1.629
H -1.375 0.870 2.034
C -2.693 -1.201 -2.419
N 4.929 1.616 2.897
H 3.568 -2.447 -0.644
C 1.504 -0.330 1.077
C 1.902 -1.287 0.052
H 2.425 3.802 -0.331
H -0.982 -5.123 0.260
H -1.536 -4.155 -1.122
H 0.091 0.151 -4.096
C 4.009 2.599 2.418
N 0.188 -0.019 1.071
H -2.355 -3.353 -4.788
H 0.006 3.744 -2.996
C 2.773 3.744 0.691
C 3.783 -0.172 1.900
Br 1.190 6.080 1.096
H 2.455 1.218 3.928
C -2.195 -2.672 -3.972
H -5.447 1.649 -0.073
H 0.059 1.831 -4.673
Fe -0.639 -0.629 -0.637
N -1.407 -1.421 -2.311
C 0.381 3.051 -2.235
C 3.605 2.712 1.085
C 4.136 -1.154 0.981
H -4.188 -1.974 -3.703
C -1.075 -2.332 -3.272
H 2.456 5.354 3.659
C -1.051 -4.113 -0.147
C 2.397 0.160 2.040
C 3.247 -1.702 0.072
C -4.547 1.156 -0.392
H -0.057 -3.689 -0.276
F -4.108 -3.007 1.641
F -3.875 -3.532 -0.441
C 0.482 1.122 3.131
N -4.549 0.187 -1.372
F -1.848 -2.445 3.071
C -3.248 1.281 -0.001
N 4.864 0.406 2.580
C -1.852 -3.168 0.765
O 1.013 -1.738 -0.731
H 1.519 1.172 -3.895
C 0.425 1.167 -3.881
H 1.474 3.092 -2.238
H 0.023 1.658 3.951
F -3.450 -4.993 1.095
C 1.828 0.880 3.113
N -2.463 0.414 -0.706
H 0.030 3.381 -1.254
H -5.361 -0.200 -1.816
C -0.311 0.677 2.063
C -0.059 1.604 -2.489
C 2.778 4.609 2.944
N -3.226 -1.937 -3.423
F -1.338 -4.519 2.734

30
Properties=species:S:1:pos:R:3 method="wB97M-V/def2-TZVPD" total_charge=+1 multiplicity=1 e_lumo_ev=-3.6
C -0.982 1.251 -0.502
C 0.461 -2.636 -1.202
H 4.223 1.216 -0.236
H -3.430 1.021 1.762
H -2.978 2.267 -0.464
H -1.603 0.117 3.033
N -2.379 1.405 -0.029
H -2.781 0.444 -0.323
S 0.311 1.335 1.845
H 1.810 1.639 -0.547
C 1.259 0.133 0.934
C -0.580 -0.002 -0.774
H -2.441 -0.923 -1.385
C -2.371 1.452 1.468
H 2.434 -1.831 -1.053
H -1.224 -0.410 1.435
H 3.732 0.442 -1.607
H -0.380 2.161 -0.536
C -0.877 -2.309 -1.286
C 1.372 -1.664 -0.872
H 4.043 -0.580 -0.102
H 1.516 -0.593 1.666
C 2.073 0.630 -0.164
H -2.125 2.581 1.904
C 3.514 0.373 -0.506
H 0.918 -3.548 -1.526
C -1.388 -1.074 -1.102
H -1.614 -3.082 -1.426
C 0.846 -0.310 -0.457
C -1.359 0.494 2.052

85
Properties=species:S:1:pos:R:3 method="wB97M-V/def2-TZVPD" total_charge=-1 multiplicity=1 e_lumo_ev=2.4
H 0.100 -2.692 4.168
H 7.480 2.285 -0.880
H -2.224 -0.069 0.554
C 5.389 1.872 -0.916
C -2.034 1.797 -2.104
H 2.641 -1.004 -2.408
H 5.399 1.724 -1.993
C -1.238 2.770 -2.678
H -3.379 -0.002 -0.847
H 3.417 3.025 -5.239
Ge -1.285 0.880 5.269
H -0.738 1.706 7.647
H 2.937 0.719 -6.293
C -1.397 2.583 4.297
H 2.274 3.352 -0.730
O -0.736 -2.019 -0.404
C -4.986 -3.203 0.910
H -4.233 -3.023 -4.790
C 3.106 2.250 -3.233
H -3.040 1.580 -2.447
C 1.823 2.383 -0.500
H -2.291 3.122 4.651
C 2.970 0.876 -5.220
C 4.262 1.884 1.156
H 3.287 3.229 -2.782
C 2.701 -0.234 -4.423
H -5.944 -2.891 1.284
H -2.215 -2.607 -6.282
C -4.159 -2.236 0.328
H -0.213 -2.648 2.370
H 2.534 -1.196 -4.865
H -0.493 3.210 4.369
H 1.591 2.300 0.586
H 0.681 -0.731 5.614
C -3.300 -4.856 0.428
O 2.582 0.075 -0.171
C -3.291 -2.606 -4.421
C -4.533 -4.502 0.959
H -1.577 2.338 3.238
C 3.219 2.106 -4.627
H -1.586 3.356 -3.526
H -0.032 -1.081 -2.971
C -2.318 -0.116 -0.549
C -2.960 -2.572 -0.292
H 7.496 2.590 1.611
H -4.521 -1.215 0.304
C -2.726 -0.321 4.613
H -1.639 -4.208 -0.759
C -3.241 -2.161 -3.073
C 0.488 2.147 -1.156
H -2.910 -5.869 0.548
C 0.522 0.162 4.963
C 5.423 2.234 1.820
H -2.413 -1.359 4.551
C 6.598 2.379 1.106
C 6.571 2.205 -0.271
H -3.024 0.007 3.610
Se 0.171 -0.280 3.190
H 5.393 2.431 2.877
N -0.176 1.005 -0.814
C -2.556 -3.919 -0.267
H -4.137 -2.254 -2.463
C -0.954 -1.531 -3.337
H -1.695 0.170 7.782
H 3.375 1.638 1.743
C -1.560 1.109 7.203
C -1.944 -1.596 -0.929
H -5.131 -5.264 1.435
C 0.400 -2.289 3.206
C 2.726 -0.105 -3.047
C 2.860 1.255 -0.843
H -0.123 -1.680 -5.312
H -3.634 -0.249 5.231
Au 0.881 -0.935 -0.363
C -2.144 -2.441 -5.211
H 0.579 3.893 -2.458
H 1.303 0.941 5.035
C 4.194 1.721 -0.212
C 2.930 1.125 -2.420
C 0.006 3.010 -2.119
C -1.494 0.944 -1.158
C -2.023 -1.745 -2.491
C -0.998 -1.865 -4.678
H -2.495 1.709 7.333
H 1.434 -2.522 2.983